No. 1
{
  "formula": "C4H8N4",
  "method": "the ωB97M-V functional and the def2-TZVPD basis",
  "smiles": "[H]/N=C1/CC/C(=N/N)N1",
  "species": ["H", "N", "C", "C", "C", "C", "N", "N", "N", "H", "H", "H", "H", "H", "H", "H"],
  "xyz": [[1.6140, 0.2777, 2.4275], [1.6318, -0.6110, 1.9712], [0.9673, -0.6410, 0.8645], [0.9808, -1.6442, -0.3459], [-0.1392, -1.0907, -1.1757], [-0.5763, 0.2447, -0.5302], [-1.3039, 1.2505, -1.1254], [-1.6548, 2.1554, 0.0641], [-0.0067, 0.3306, 0.6723], [2.0347, -1.1502, -0.6617], [1.1731, -2.7273, 0.0578], [0.3694, -1.2327, -2.2496], [-0.9306, -1.6517, -1.1419], [-2.6148, 2.0043, 0.6764], [-1.4942, 2.9885, -0.4823], [-0.0504, 1.4971, 0.9789]],
  "atomic_forces_ev_per_a": [[-0.672, 0.510, 0.455], [0.964, -1.822, -2.471], [0.053, 0.071, 3.555], [3.738, 1.928, 3.702], [4.948, 1.948, -2.935], [-0.842, 2.451, -3.869], [0.425, -3.670, 3.955], [-0.178, -0.644, -0.056], [-0.448, 3.657, 0.075], [-2.056, -1.856, -0.248], [-0.809, 2.061, -1.269], [-2.044, 1.410, 1.766], [-4.556, -3.471, -0.067], [3.000, 0.508, -2.976], [-1.291, 0.907, 0.990], [-0.234, -3.986, -0.607]]
}

---

No. 2
{
  "formula": "C4H8N4",
  "method": "the ωB97M-V functional and the def2-TZVPD basis",
  "smiles": "C1=C\\NNCC/N=N/1",
  "species": ["C", "C", "N", "N", "C", "C", "N", "N", "H", "H", "H", "H", "H", "H", "H", "H"],
  "xyz": [[-1.6362, -1.2689, 0.0887], [-2.0540, 0.0213, -0.1241], [-1.0949, 0.9063, -0.3998], [0.0696, 1.2436, 0.4963], [1.4470, 0.7328, -0.1589], [1.7744, -0.8081, -0.1178], [0.5745, -1.4301, -0.4929], [-0.2299, -1.3067, 0.4123], [-2.6338, -1.7393, 0.6835], [-3.0483, 0.2413, -0.7182], [-1.2433, 1.8317, -0.8124], [0.1485, 1.1158, 1.5106], [1.2780, 1.1154, -1.1237], [1.9932, 1.4124, 0.4666], [2.1418, -0.9305, 1.0055], [2.5134, -1.1370, -0.7157]],
  "atomic_forces_ev_per_a": [[-3.713, -0.132, 2.139], [-1.468, -1.660, -3.227], [3.301, 4.349, 1.426], [1.809, -1.521, -2.587], [-3.125, 0.645, 1.772], [-0.210, 2.292, 5.014], [-1.334, -0.365, -1.139], [-1.811, -0.673, 2.235], [3.413, -0.037, -1.522], [1.592, -0.458, 2.096], [-0.828, -0.952, 0.285], [-1.473, -0.678, -0.584], [0.542, 0.322, -1.405], [1.614, -0.208, -0.246], [-1.055, -0.409, -2.008], [2.746, -0.516, -2.250]]
}

---

No. 3
{
  "formula": "C4H8N4",
  "method": "the ωB97M-V functional and the def2-TZVPD basis",
  "species": ["C", "C", "C", "C", "H", "H", "H", "H", "H", "H", "H", "H", "N", "N", "N", "N"],
  "xyz": [[-0.8239, -2.1068, -1.2663], [0.0580, -1.0224, -0.5632], [1.2823, -0.9272, 0.1222], [-0.6829, 0.1032, 0.1404], [-1.6499, -2.3527, -0.6275], [-1.4741, -1.0588, -1.9216], [-0.3659, -2.8291, -1.9292], [2.1280, -1.5314, -0.2083], [1.9854, 0.9245, 0.6325], [-0.2081, 2.0938, -0.5405], [0.2844, 3.0778, 1.1035], [-2.2057, 0.0194, -1.2475], [1.4523, 0.1160, 1.0857], [0.0502, 0.7818, 1.1175], [0.5320, 2.2333, 0.4335], [-1.6767, 0.4939, -0.6167]],
  "atomic_forces_ev_per_a": [[-0.315, 6.271, -1.632], [1.797, -1.227, 5.311], [-1.166, -0.829, -2.424], [-1.872, -1.666, -6.057], [0.035, -0.838, 0.405], [1.998, -4.212, 0.649], [-0.111, 0.044, 0.162], [0.154, 0.244, 0.680], [-0.535, -1.302, 0.892], [2.282, 1.489, 3.717], [-0.199, -2.505, -1.815], [-0.997, -1.982, -1.618], [-1.599, 0.494, -1.696], [2.636, 2.481, -1.477], [-3.883, -1.485, -1.152], [1.774, 5.023, 6.057]]
}

---

No. 4
{
  "formula": "C4H8N4",
  "method": "the ωB97M-V functional and the def2-TZVPD basis",
  "smiles": "[H]/N=c1\\cc[nH]n1NC",
  "species": ["H", "N", "C", "C", "C", "N", "N", "N", "C", "H", "H", "H", "H", "H", "H", "H"],
  "xyz": [[-0.2182, 2.7983, -0.1559], [0.2774, 1.8665, -0.1984], [-0.4950, 0.8513, 0.0695], [-1.9768, 0.7031, 0.0864], [-2.2751, -0.6250, -0.0071], [-1.0874, -1.3723, 0.0395], [-0.0002, -0.4459, 0.2895], [1.1962, -0.9839, -0.2982], [2.3281, -0.0918, 0.0979], [-2.6890, 1.5941, 0.2246], [-3.2303, -1.1167, -0.3198], [-0.7953, -1.7884, -0.8098], [1.2589, -1.8255, 0.3264], [3.3046, -0.6793, -0.1020], [2.2417, 0.2408, 1.1653], [2.1604, 0.8746, -0.4079]],
  "atomic_forces_ev_per_a": [[0.360, -1.616, -0.182], [-1.479, 0.251, 0.800], [0.580, 1.079, -0.686], [-1.022, 0.557, 0.847], [0.346, 1.146, -1.165], [0.475, 0.577, 1.147], [-1.808, 0.524, -0.113], [0.094, -0.473, 1.558], [0.518, -0.191, 0.299], [1.249, -1.703, -0.495], [1.065, 0.447, 0.835], [-0.270, -0.998, -1.251], [0.446, 0.690, -0.972], [-1.607, 1.306, 0.207], [0.257, -0.793, -0.515], [0.800, -0.802, -0.312]]
}

---

No. 5
{
  "formula": "C4H8N4",
  "method": "the ωB97M-V functional and the def2-TZVPD basis",
  "smiles": "[H]/N=C/N(/C=N/C)N=C",
  "species": ["H", "N", "C", "N", "C", "N", "C", "N", "C", "H", "H", "H", "H", "H", "H", "H"],
  "xyz": [[1.6949, 3.2809, -0.0603], [0.9570, 2.5075, 0.3811], [1.5085, 1.4526, -0.2813], [0.9990, 0.2298, -0.1650], [-0.3896, -0.0293, 0.2947], [-1.3988, 0.3863, -0.3688], [-2.7573, -0.0589, -0.0474], [1.9541, -0.7377, -0.1390], [1.6764, -1.9179, 0.0812], [2.5727, 1.4857, -0.8699], [-0.3815, -0.9126, 0.9567], [-2.7828, -1.0016, 0.5530], [-3.2504, -0.3615, -0.9642], [-3.4366, 0.6736, 0.3594], [2.4256, -2.6595, 0.1765], [0.6088, -2.3373, 0.0934]],
  "atomic_forces_ev_per_a": [[-2.701, -1.745, 1.890], [4.773, -0.789, -4.592], [1.245, 5.155, 1.414], [-2.371, -1.671, 0.303], [-0.066, -0.965, -2.138], [0.947, 0.241, 1.139], [0.578, -1.677, 0.011], [0.956, 1.919, 0.068], [-3.249, -2.808, -0.036], [-2.824, -0.140, 1.397], [-0.347, 0.757, 0.391], [0.123, 0.760, 0.125], [0.180, 0.118, -0.516], [0.372, 0.568, 0.442], [0.942, -0.346, -0.088], [1.442, 0.623, 0.191]]
}

---

No. 6
{
  "formula": "C4H8N4",
  "method": "the ωB97M-V functional and the def2-TZVPD basis",
  "smiles": "Cc1c(N)n[nH]c1N",
  "species": ["C", "C", "C", "N", "N", "N", "C", "N", "H", "H", "H", "H", "H", "H", "H", "H"],
  "xyz": [[0.2831, 2.0485, -0.0404], [-0.0175, 0.6294, -0.0497], [-1.1445, -0.1828, 0.0035], [-2.4533, 0.3008, 0.1549], [-0.8772, -1.4529, -0.0144], [0.4940, -1.4852, -0.1268], [0.9948, -0.2428, 0.0106], [2.4535, -0.1513, 0.0623], [0.9231, 2.2004, -0.9630], [-0.6114, 2.6983, -0.0782], [1.0495, 2.1556, 0.7439], [-2.7717, 0.9802, -0.5857], [-3.0705, -0.4252, 0.4082], [1.0443, -2.3454, -0.3025], [2.7626, -0.0100, 1.0281], [2.6591, 0.7536, -0.3265]],
  "atomic_forces_ev_per_a": [[1.015, 0.878, -1.291], [0.225, 0.208, 0.610], [-1.625, 1.026, -0.148], [0.580, 1.782, -0.992], [0.884, -1.333, -0.831], [-0.170, -1.024, 0.910], [2.931, -2.514, -0.859], [-1.472, 0.810, 0.268], [-0.973, 0.481, 0.596], [0.866, -0.063, 0.494], [-0.853, 0.988, 0.281], [0.372, -1.487, 1.277], [-1.013, -0.603, -0.157], [-0.951, 1.027, 0.514], [-0.274, -0.485, -0.065], [0.458, 0.309, -0.606]]
}

---

LUMO energy across the listed records, respectively: 0.721 0.615 0.489 1.035 0.822 0.805 eV.
ΔE to the lowest compared entry with this formula, charge and spin across the listed records, respectively: 103.4 160.1 171.4 81.7 93.8 24.0 kcal per mole.